[1]
Density functional theory data (ωB97M-V/def2-TZVPD) for a structure of composition C47H53BrIN8O8S3Tl in a non-equilibrium geometry.

Energy relative to the best compared isomer or geometry (same formula, charge and spin) = 27.3 kcal per mole
F_max = 2.8 eV Å⁻¹
Molar mass = 1365.38 g/mol
LUMO = 3.306 eV
Kohn-Sham gap = 5.85 eV

ORCA input file:
```
! RIJCOSX wB97M-V def2-TZVPD def2/J DEFGRID3
* xyz -2 1
Tl -17.30244 16.63783 -3.64509
C -21.43120 16.62658 -2.90264
O -21.30814 16.92848 -1.47250
C -20.24502 16.37397 -0.81666
C -20.49241 15.37781 0.11250
C -19.47011 14.92567 0.90809
C -18.19484 15.47000 0.76422
C -17.88149 16.44556 -0.21116
C -16.51224 16.90725 -0.22972
N -15.89109 17.57641 -1.14876
N -14.51093 17.66253 -0.84644
C -13.94614 18.78597 -1.22805
O -14.43358 19.81639 -1.78429
C -12.46690 18.78746 -0.86871
C -11.89014 17.61818 -0.42390
C -10.54987 17.53832 -0.05722
C -9.74219 18.66348 -0.18484
C -10.32340 19.91609 -0.55521
C -11.69574 19.92950 -0.90414
C -18.91405 16.91542 -1.03897
O -18.74113 17.76475 -2.00103
H -20.51581 16.15392 -3.32498
H -21.70942 17.54238 -3.45194
H -22.24923 15.92390 -2.98810
H -21.49520 14.99995 0.26168
H -19.67176 14.18615 1.64917
H -17.32273 15.17196 1.40782
H -15.91972 16.57933 0.63218
H -12.50525 16.72990 -0.30745
H -10.08834 16.62731 0.29724
H -8.68154 18.57753 0.08475
H -9.75451 20.80855 -0.73792
H -12.19923 20.84530 -1.22418
C -15.34329 12.33429 -4.76310
O -16.07200 12.61528 -5.97036
C -15.86612 13.87579 -6.43234
O -14.82698 14.46866 -6.19326
N -16.98036 14.31264 -7.09657
N -17.13867 15.70627 -7.32526
H -15.66019 11.32180 -4.50465
H -15.64108 13.00102 -3.94999
H -14.27155 12.43063 -4.84847
H -17.84126 13.78300 -6.90081
H -17.99230 15.97369 -6.80227
H -17.31207 15.93910 -8.30419
O -16.23262 18.39449 -6.25548
H -16.10871 17.54871 -6.70346
H -17.12343 18.64759 -6.48293
Br -9.24989 15.47066 -3.98380
C -10.09137 14.97236 -5.65779
C -9.47443 13.96021 -6.36964
C -9.97945 13.55535 -7.58233
C -11.10132 14.17374 -8.08963
C -11.75756 15.17278 -7.38767
C -11.26100 15.56672 -6.12835
I -12.38115 16.91912 -5.03537
H -8.61574 13.45541 -5.95415
H -9.47958 12.74575 -8.06821
H -11.49601 13.92178 -9.07125
H -12.70831 15.58940 -7.65511
C -23.78259 12.74408 -1.23018
C -22.73734 12.94427 -2.29139
C -21.36885 12.80843 -1.99770
C -20.35983 13.04156 -2.94061
C -18.89292 12.87844 -2.59597
C -20.73071 13.46208 -4.20962
C -22.11565 13.65181 -4.52977
C -22.53487 14.24983 -5.88636
C -23.05554 13.34546 -3.57453
C -19.70220 13.79098 -5.30822
O -19.44117 12.95399 -6.19616
O -19.15057 14.90853 -5.20818
H -24.53788 12.01474 -1.57721
H -24.29971 13.66328 -1.04015
H -23.29106 12.40172 -0.27816
H -21.08230 12.59409 -0.96732
H -18.70317 11.78263 -2.52464
H -18.62162 13.30167 -1.59408
H -18.19960 13.29909 -3.33089
H -21.95291 15.11575 -6.23893
H -23.57877 14.60528 -5.87857
H -22.41517 13.52402 -6.70211
H -24.10247 13.50048 -3.81228
S -23.23540 22.58219 -7.81146
C -22.15675 21.33271 -7.69342
S -20.96067 21.06456 -6.47969
C -20.60629 19.49170 -7.13013
N -21.32556 19.24303 -8.20789
N -22.15195 20.28255 -8.52516
C -22.97488 20.07938 -9.72229
C -22.43080 19.94675 -11.00477
C -23.32183 19.78074 -12.07541
C -24.67499 19.80065 -11.83729
C -25.19191 19.92776 -10.58821
C -24.35619 20.05539 -9.50667
S -19.63733 18.40306 -6.25661
H -21.33155 19.90726 -11.07545
H -22.92845 19.60933 -13.07774
H -25.36539 19.61672 -12.62212
H -26.24786 19.90781 -10.41592
H -24.74317 20.15739 -8.48682
C -17.56614 20.41940 -2.20764
C -17.59405 20.17203 -3.72351
N -17.15016 21.38589 -4.46943
C -15.76536 21.72508 -4.13717
C -15.76598 22.18025 -2.65000
N -17.08313 21.84815 -2.09347
C -18.06729 22.83045 -2.70873
C -18.05422 22.48294 -4.21497
H -16.87351 19.74201 -1.71512
H -18.56641 20.40056 -1.70036
H -18.58433 19.86607 -4.04822
H -16.89062 19.38954 -3.95712
H -15.34971 22.51414 -4.81405
H -15.21705 20.77514 -4.25896
H -15.69817 23.30007 -2.57840
H -15.02426 21.57662 -2.06860
H -17.08018 22.08236 -1.07975
H -17.68592 23.84153 -2.46695
H -19.09375 22.61631 -2.30436
H -17.90317 23.30354 -4.92172
H -19.03445 22.04657 -4.41256
*
```

[2]
Density functional theory data (ωB97M-V/def2-TZVPD) for a structure of composition C47H54BiBrN12OPSe in a non-equilibrium geometry.

Energy relative to the best compared isomer or geometry (same formula, charge and spin) = 0.0 kcal per mole
F_max = 1.1 eV Å⁻¹
Molar mass = 1201.85 g/mol
LUMO = 1.827 eV
Kohn-Sham gap = 5.31 eV

ORCA input file:
```
! RIJCOSX wB97M-V def2-TZVPD def2/J DEFGRID3
* xyz -1 1
Bi 0.85998 -0.01140 0.14883
C -1.77400 -3.98397 0.65277
C -1.63671 -4.64948 -0.55077
C -1.50582 -3.91345 -1.71428
C -1.52333 -2.51901 -1.64716
N -1.63162 -1.88208 -0.47777
C -1.75093 -2.59768 0.63311
C -1.38396 -1.68848 -2.88108
C -1.51019 -2.25162 -4.15237
C -1.34696 -1.44651 -5.26432
C -1.04434 -0.10885 -5.08985
C -0.95662 0.37793 -3.78968
N -1.13800 -0.38799 -2.72042
C -0.63420 1.81821 -3.56916
C 0.64248 2.28796 -3.84427
C 0.90808 3.63393 -3.65995
C -0.11500 4.46525 -3.23873
C -1.35494 3.90001 -2.98409
N -1.62134 2.60530 -3.13700
H -1.87788 -4.52356 1.58452
H -1.61039 -5.73174 -0.58272
H -1.37094 -4.42076 -2.65822
H -1.82442 -2.02536 1.55173
H -1.74543 -3.29790 -4.27371
H -1.45911 -1.86394 -6.25782
H -0.90940 0.55125 -5.93665
H 1.42542 1.60252 -4.14137
H 1.90591 4.01872 -3.82536
H 0.04618 5.52380 -3.08668
H -2.18397 4.51149 -2.64157
C -5.54534 1.55525 -0.40827
N -4.96977 1.04260 0.81164
C -3.68994 1.03508 1.24069
N -3.63988 0.61285 2.48392
C -4.93847 0.36367 2.77477
N -5.78282 0.61023 1.79619
C -6.01325 2.99218 -0.24908
C -6.96341 3.52535 -1.11220
C -7.42409 4.82540 -0.93970
C -6.95505 5.60330 0.10599
C -5.98838 5.07755 0.95863
C -5.51310 3.78536 0.76875
C -5.48929 5.85032 2.08686
N -5.93620 6.95771 2.58368
N -5.14855 7.24123 3.68347
C -4.26479 6.29871 3.75802
O -4.43453 5.38313 2.78268
C -3.14856 6.14650 4.68007
C -3.05606 6.93347 5.82349
C -1.94767 6.79527 6.64208
C -0.92869 5.91468 6.30364
C -1.00614 5.14265 5.14863
C 0.17426 4.27810 4.75182
N 0.02749 3.62471 3.47730
C -0.10826 2.31702 3.18286
N -0.26752 2.16446 1.89203
C -0.22614 3.43653 1.42136
N -0.05685 4.35776 2.34160
C -2.13929 5.24019 4.36158
H -6.39771 0.92379 -0.65238
H -4.81066 1.47719 -1.21121
H -2.85270 1.33187 0.62392
H -5.26742 -0.00853 3.73197
H -7.36400 2.91249 -1.91229
H -8.16546 5.22892 -1.61731
H -7.31103 6.61037 0.27647
H -4.76249 3.39851 1.44532
H -3.84652 7.63753 6.04708
H -1.86225 7.39411 7.53978
H -0.04889 5.84421 6.93462
H 0.36811 3.51406 5.50452
H 1.05571 4.91958 4.69144
H -0.06022 1.52121 3.90955
H -0.30444 3.67375 0.37398
H -2.23547 4.65316 3.45878
Se 2.61788 1.85491 0.09296
Br 1.02828 -0.97116 2.61480
C 4.16152 -5.20775 -0.97838
C 3.26693 -4.19139 -0.26122
C 1.83208 -4.72319 -0.19554
C 3.73272 -4.04005 1.19351
P 3.21817 -2.42893 -1.00392
N 1.95574 -1.73778 -0.46120
C 4.89235 -1.62150 -0.60168
C 6.13859 -2.49697 -0.78216
C 5.06688 -0.39035 -1.50336
C 4.80185 -1.11764 0.86300
C 3.10339 -2.60406 -2.91427
C 4.35384 -3.05496 -3.67016
C 1.96782 -3.59781 -3.19246
C 2.62411 -1.24900 -3.45503
H 4.21560 -6.12134 -0.37579
H 5.17856 -4.84562 -1.12269
H 3.76040 -5.48710 -1.95318
H 1.75255 -5.48233 0.59047
H 1.51291 -5.17950 -1.13277
H 1.15562 -3.90400 0.04840
H 3.64052 -5.00404 1.70506
H 3.10876 -3.31597 1.72268
H 4.77076 -3.72432 1.26966
H 6.23773 -2.87125 -1.80232
H 6.16864 -3.34345 -0.09741
H 7.01311 -1.87352 -0.56970
H 5.29175 -0.65834 -2.53685
H 5.90226 0.20386 -1.12261
H 4.18389 0.25103 -1.46903
H 5.43409 -1.70597 1.53222
H 3.78072 -1.14974 1.24287
H 5.10902 -0.07373 0.92324
H 4.76004 -3.98523 -3.27013
H 5.13990 -2.30154 -3.65342
H 4.08955 -3.23186 -4.71892
H 2.28781 -4.63148 -3.05560
H 1.62408 -3.49480 -4.22786
H 1.12817 -3.39371 -2.52780
H 3.40370 -0.49061 -3.43435
H 1.78645 -0.88749 -2.85701
H 2.28236 -1.36378 -4.49059
*
```

[3]
Density functional theory data (ωB97M-V/def2-TZVPD) for a structure of composition C47H55BEuN8OPS4 in a non-equilibrium geometry.

F_max = 2.0 eV Å⁻¹
Molar mass = 1070.03 g/mol
LUMO (alpha / beta) = -0.869 / -0.489 eV
Kohn-Sham gap (alpha / beta) = 5.75 / 6.14 eV

ORCA input file:
```
! RIJCOSX wB97M-V def2-TZVPD def2/J DEFGRID3
* xyz 0 7
Eu 1.56972 -2.00469 -0.36588
C 5.05786 1.51520 2.88399
C 3.60873 1.83883 2.79569
C 3.04079 2.89533 3.44745
C 1.66837 3.18142 3.23004
N 0.94637 2.43019 2.45497
N 1.46382 1.36140 1.85070
B 0.40638 0.68335 1.02577
N -0.25781 -0.45244 1.45278
N 0.06218 -1.05433 2.68827
C -1.08865 -1.49005 3.40449
C -2.15911 -1.93332 2.72381
C -2.15173 -1.92504 1.28860
C -3.12415 -2.73378 0.49128
C -1.22164 -1.15953 0.66290
S -1.04836 -1.04283 -1.05241
C -1.01193 -1.31693 4.90240
C -1.33027 0.16149 5.17611
C 0.39143 -1.61789 5.42513
C -2.03647 -2.19604 5.61913
N -0.14531 1.54580 -0.07382
N -1.27291 2.14398 0.28121
C -1.79359 3.06875 -0.47002
C -1.12792 3.50459 -1.64503
C 0.02803 2.88484 -2.03264
C 0.80506 3.28151 -3.24023
C 0.51550 1.81266 -1.22919
S 1.82794 0.85717 -1.67610
C -3.13204 3.63075 -0.04069
C -4.17093 3.13757 -1.05663
C -3.08751 5.16414 -0.03618
C -3.51037 3.12474 1.35373
C 2.78284 1.02924 1.94720
S 3.46785 -0.22237 1.07370
C 0.92678 4.35336 3.84080
C 0.35396 5.19205 2.69103
C 1.82407 5.22608 4.71561
C -0.21320 3.77832 4.68954
H 5.55448 2.13097 3.62905
H 5.51784 1.68090 1.90839
H 5.19318 0.46097 3.12323
H 3.63852 3.51877 4.09118
H -3.02898 -2.32578 3.22216
H -3.76036 -3.32744 1.14278
H -2.57937 -3.39798 -0.18085
H -3.74003 -2.08320 -0.13103
H -0.58277 0.79224 4.70370
H -1.32275 0.35270 6.24577
H -2.30918 0.42446 4.78076
H 1.12719 -1.00723 4.90891
H 0.64513 -2.66251 5.27197
H 0.43848 -1.39496 6.48752
H -3.04940 -1.86162 5.40979
H -1.87780 -2.13626 6.69168
H -1.93396 -3.23393 5.31505
H -1.52342 4.31696 -2.23621
H 0.22934 3.93888 -3.88541
H 1.10157 2.39189 -3.79233
H 1.71983 3.79161 -2.93733
H -3.90244 3.43961 -2.06542
H -5.15305 3.54099 -0.82561
H -4.23016 2.05250 -1.03580
H -3.06655 5.55968 -1.04882
H -2.20685 5.51431 0.49625
H -3.96869 5.55871 0.46581
H -3.58351 2.04039 1.36573
H -4.47208 3.54310 1.64349
H -2.76695 3.42290 2.08738
H 1.15863 5.61540 2.09252
H -0.24882 6.00732 3.08229
H -0.26533 4.56967 2.05052
H 2.65254 5.63697 4.14331
H 2.21523 4.66009 5.55784
H 1.24253 6.05634 5.10900
H -0.85172 3.14955 4.07601
H -0.81166 4.57673 5.11933
H 0.19060 3.17615 5.50077
O -0.22881 -4.47804 0.80115
N 0.12544 -4.20257 -0.51591
C -0.07071 -5.22075 -1.26742
C 0.09636 -5.33053 -2.70112
C -0.18437 -6.60352 -3.22243
C -0.14616 -6.86545 -4.57478
C 0.17788 -5.84652 -5.45900
C 0.48903 -4.59286 -4.96911
C 0.46164 -4.31611 -3.60343
P 0.86022 -2.58677 -3.14034
C 2.33577 -2.28103 -4.19493
C 2.37169 -1.46902 -5.32430
C 3.58184 -1.20216 -5.94107
C 4.75717 -1.74773 -5.45854
C 4.72544 -2.58160 -4.35198
C 3.52391 -2.84017 -3.71968
C -0.51184 -1.72011 -3.97668
C -1.74392 -2.33505 -4.18264
C -2.80231 -1.62009 -4.71355
C -2.64539 -0.28421 -5.04450
C -1.43360 0.34276 -4.80446
C -0.38123 -0.36086 -4.25143
H 0.18940 -3.78345 1.42656
H -0.43833 -6.12998 -0.78749
H -0.44380 -7.39480 -2.53389
H -0.37564 -7.85632 -4.93870
H 0.17937 -6.02428 -6.52405
H 0.75261 -3.79583 -5.65361
H 1.46083 -1.04398 -5.72170
H 3.60533 -0.56144 -6.80958
H 5.69592 -1.53054 -5.94535
H 5.63409 -3.01910 -3.96781
H 3.50813 -3.49831 -2.85548
H -1.88452 -3.37139 -3.91037
H -3.74949 -2.11318 -4.87364
H -3.46250 0.27796 -5.47384
H -1.31417 1.38977 -5.04849
H 0.54309 0.14078 -4.00066
N 4.05069 -4.54393 -0.48938
C 3.23397 -3.72169 -0.49387
S 1.20394 -2.42128 2.43660
*
```